[1]
25
Properties=species:S:1:pos:R:3:forces:R:3 method="wB97M-V/def2-TZVPD" total_charge=+1 e_lumo_ha=-0.138 de_lowest_kj_mol=382.0 e_homo_ev=-12.66 spin_multiplicity=1 energy_ha=-589.3005
C -1.331858 1.386862 -3.848205 -1.346 -0.116 -3.231
C -2.468127 1.444599 -3.062989 2.371 0.300 3.012
C -0.129882 0.994595 -3.400468 3.172 -0.590 2.555
C -2.275428 1.290077 -1.643480 -1.200 -0.235 -1.403
C 0.091898 0.861995 -1.990512 -2.541 0.159 -1.987
C -1.019314 0.998558 -1.116569 1.261 -0.052 -1.350
C -0.980316 0.689794 0.276413 0.006 -0.914 2.832
C 1.613148 -1.238244 2.311142 -1.097 -1.170 0.342
C 1.817029 -1.621922 3.690827 1.865 -0.600 2.227
N -1.585400 0.598366 1.315739 0.438 -0.617 -0.746
N 1.715483 -2.105264 1.324959 1.270 -0.330 -1.445
N 1.078507 -0.107784 1.963433 0.206 0.272 -1.564
O 0.946034 0.078530 0.643695 -1.061 1.024 -1.063
H -1.357057 1.513456 -4.983018 -0.561 0.014 1.704
H -3.332797 1.765065 -3.532103 -1.940 0.262 -0.295
H 0.705855 0.793521 -4.119198 -0.825 0.359 0.938
H -3.070562 1.269579 -0.897837 -0.244 0.332 -0.627
H 1.004753 0.529182 -1.652740 1.875 -0.436 0.883
H 0.897209 -2.086837 4.080437 0.449 0.038 -0.012
H 2.715790 -2.359823 3.796359 -1.779 1.257 -0.233
H 2.076769 -0.731331 4.318740 -0.351 -0.778 -0.471
H -1.638644 0.028035 2.200605 0.290 1.131 -1.682
H 2.126236 -3.047516 1.363344 -0.172 1.106 0.361
H 1.727294 -1.552357 0.450550 -0.337 -1.045 0.045
H 0.673380 0.608865 2.510875 0.250 0.628 1.211

[2]
79
Properties=species:S:1:pos:R:3:forces:R:3 method="wB97M-V/def2-TZVPD" total_charge=+4 e_lumo_ha="-0.440 / -0.470" e_homo_ev="-19.07 / -19.13" spin_multiplicity=4 energy_ha=-6486.1209
Tc 0.845207 0.614275 -0.605591 -0.162 0.442 -0.051
C -2.725993 1.250550 -3.618667 0.057 0.034 0.012
N -1.291819 1.589375 -3.678526 0.044 -0.027 -0.029
C -0.864888 1.940601 -5.054448 -0.026 -0.019 0.084
C -0.481095 1.560171 -2.652132 -0.090 -0.142 -0.083
N -0.721644 1.543716 -1.341009 -0.059 0.244 0.110
C -1.892319 1.626888 -0.539119 0.098 -0.250 -0.121
C -2.960009 2.393739 -0.775592 -0.171 0.034 0.109
C -4.164265 2.302505 0.053312 0.116 0.010 -0.111
C -4.261421 1.403739 1.029763 0.024 -0.070 -0.003
C -3.112966 0.522259 1.421798 -0.082 -0.058 -0.090
C -3.045605 0.376739 2.911637 0.039 0.014 0.085
C -2.132181 -0.366207 3.616133 -0.082 0.050 -0.059
C -1.052321 -1.105402 3.119865 0.048 -0.126 -0.186
C -0.617829 -1.252930 1.761386 0.152 0.269 0.435
N 0.512391 -1.801413 1.419544 -0.225 -0.402 -0.274
C 1.205750 -2.692894 2.232969 0.081 0.243 0.162
N 2.520212 -2.521132 2.319278 0.081 0.020 0.033
C 3.100085 -1.227389 1.985628 -0.023 0.051 -0.111
C 3.466728 -3.633571 2.538615 -0.023 0.026 -0.045
N 0.582551 -3.703718 2.825214 -0.051 -0.147 -0.042
C 1.108453 -4.373706 4.031635 -0.070 0.070 -0.026
C -0.704459 -4.235789 2.360458 0.038 0.011 -0.036
C -1.742820 0.861619 0.739667 -0.018 0.135 0.108
N 0.954002 1.371055 -2.767390 0.112 -0.155 0.100
C 1.698804 2.654829 -2.955022 -0.074 -0.041 -0.040
C 1.413386 0.339437 -3.738041 -0.031 0.049 0.006
H -3.329856 2.149345 -3.740505 -0.016 -0.003 0.007
H -2.974107 0.745303 -2.694521 -0.009 -0.007 -0.015
H -2.923262 0.586134 -4.459250 -0.028 0.004 -0.002
H -1.642298 2.577994 -5.471764 0.016 0.011 -0.017
H -0.783211 1.040732 -5.662064 -0.004 0.008 -0.019
H 0.062298 2.497831 -5.053301 -0.001 -0.010 -0.030
H -2.972558 3.068482 -1.621807 -0.010 -0.015 -0.025
H -4.995796 2.951692 -0.183976 0.003 0.026 0.010
H -5.176056 1.311747 1.603606 0.004 0.021 0.032
H -3.817904 0.883259 3.478528 0.016 0.035 0.006
H -2.244704 -0.365544 4.694004 -0.001 -0.002 0.003
H -0.413613 -1.575414 3.857411 -0.017 -0.012 0.016
H 2.764310 -0.440844 2.661115 -0.023 -0.023 0.015
H 2.844627 -0.954169 0.951683 0.027 -0.017 0.009
H 4.181661 -1.303023 2.050316 -0.007 0.010 0.059
H 2.971603 -4.581312 2.352603 0.050 0.029 -0.007
H 3.883887 -3.617293 3.543608 0.016 -0.004 -0.016
H 4.272828 -3.521969 1.816511 0.016 -0.016 0.002
H 1.871418 -3.760409 4.501146 -0.039 -0.043 0.017
H 1.500232 -5.362749 3.801754 -0.001 -0.003 0.026
H 0.272550 -4.481256 4.722179 0.009 -0.020 0.013
H -0.858452 -4.005414 1.308958 -0.008 0.021 0.006
H -1.531153 -3.855521 2.962537 0.000 -0.005 0.018
H -0.673674 -5.318344 2.468302 -0.012 -0.001 -0.009
H 1.275308 3.418996 -2.307262 0.020 0.010 0.014
H 1.633097 2.974798 -3.992863 0.009 0.031 0.009
H 2.745086 2.494246 -2.718371 0.017 0.004 -0.013
H 0.826490 -0.570192 -3.623677 -0.001 -0.004 -0.016
H 2.457999 0.127620 -3.517009 -0.001 -0.024 -0.008
H 1.350789 0.688284 -4.766764 0.019 -0.012 0.000
Se -0.113399 1.600409 1.683771 0.213 -0.232 -0.078
Se 0.392106 3.740657 0.864550 -0.067 0.086 -0.001
C 2.177772 3.196380 0.395991 0.061 -0.016 0.054
C 3.208686 4.080398 0.661064 -0.035 -0.020 -0.018
C 4.508782 3.717432 0.333271 0.024 0.007 -0.007
C 4.742125 2.474117 -0.241887 0.008 -0.013 -0.005
C 3.664729 1.653322 -0.491523 -0.015 0.034 0.016
N 2.393611 1.997486 -0.188641 0.010 -0.031 0.014
C -1.431679 -0.643885 0.614077 -0.028 -0.098 -0.019
C -2.944053 -0.936351 0.780355 -0.017 0.095 -0.049
C -3.595495 -1.345201 -0.495247 -0.025 0.024 0.007
C -2.859455 -1.718276 -1.546862 0.095 -0.018 0.002
C -1.422324 -1.454387 -1.587194 -0.096 0.039 -0.031
N -0.749533 -0.902985 -0.644553 0.128 -0.089 0.093
H 3.002614 5.030998 1.135623 0.003 -0.009 0.024
H 5.329455 4.392451 0.541416 0.004 0.007 -0.012
H 5.740147 2.150086 -0.502528 0.005 0.002 -0.002
H 3.801609 0.688951 -0.970668 0.002 -0.013 0.012
H -3.174145 -1.710068 1.516198 0.005 -0.009 -0.007
H -4.673734 -1.458655 -0.507627 -0.011 0.009 0.001
H -3.310741 -2.150006 -2.429867 -0.004 -0.014 -0.001
H -0.900551 -1.643226 -2.522213 -0.009 0.003 -0.012

[3]
46
Properties=species:S:1:pos:R:3:forces:R:3 method="wB97M-V/def2-TZVPD" smiles=CCN(CC)CCCCCOc1ccccc1OC total_charge=0 e_lumo_ha=0.033 de_lowest_kj_mol=193.4 e_homo_ev=-7.83 spin_multiplicity=1 energy_ha=-831.0581
C -2.854027 -1.455326 2.079529 -0.052 0.221 -0.226
H -1.922211 -1.429429 2.637664 0.111 -0.028 0.111
H -3.627856 -0.986529 2.683226 -0.043 0.043 0.140
H -3.126258 -2.492013 1.900872 -0.023 -0.124 0.005
C -2.717158 -0.718326 0.749321 -0.016 -0.151 0.182
N -1.812228 -1.398550 -0.149473 -0.041 0.184 0.003
C -0.415417 -1.404791 0.247749 0.075 -0.429 0.127
C 0.027488 -2.810161 0.661908 0.072 0.344 -0.041
H -0.517503 -3.147661 1.538569 -0.074 -0.059 0.097
H -0.164358 -3.508740 -0.148486 -0.009 -0.098 -0.082
H 1.092279 -2.815829 0.881191 0.200 -0.082 0.067
H -0.253600 -0.708496 1.079558 0.028 0.064 -0.083
H 0.227136 -1.080866 -0.574537 -0.012 0.137 0.012
C -2.094044 -1.237403 -1.557120 -0.239 0.183 -0.220
H -3.029916 -1.771517 -1.768609 0.107 -0.007 -0.115
C -2.265111 0.201513 -2.088325 0.217 -0.103 0.242
C -1.050866 1.109693 -1.894428 -0.115 -0.232 -0.192
C 0.101605 0.775517 -2.839775 0.197 0.304 0.393
C 1.377080 1.575988 -2.552092 -0.293 -0.079 -0.532
O 2.076480 1.088276 -1.426456 0.055 -0.101 0.417
C 1.788960 1.515240 -0.165147 0.187 -0.133 0.129
C 1.051601 2.636394 0.175852 0.113 -0.084 -0.266
C 0.850130 2.975227 1.506934 -0.022 0.011 0.164
C 1.389138 2.198672 2.508431 -0.093 0.126 0.029
C 2.143245 1.077611 2.187358 0.118 -0.198 -0.063
C 2.351224 0.725824 0.865476 0.025 -0.017 -0.230
O 3.068488 -0.355976 0.446180 -0.268 0.332 -0.186
C 3.706253 -1.146927 1.414956 0.106 -0.139 0.203
H 2.987048 -1.610912 2.099205 0.029 0.026 -0.020
H 4.433021 -0.567866 1.995030 -0.045 -0.014 -0.015
H 4.228362 -1.926035 0.861290 -0.024 0.029 0.083
H 2.559973 0.481224 2.983354 0.068 -0.094 0.030
H 1.231862 2.454061 3.545193 -0.009 0.025 0.086
H 0.266914 3.851130 1.747155 -0.049 0.073 0.021
H 0.618712 3.261253 -0.589161 -0.030 -0.007 -0.097
H 1.154949 2.644711 -2.465576 0.068 -0.040 -0.012
H 2.078660 1.440260 -3.381642 -0.091 0.113 0.118
H 0.354527 -0.283283 -2.765803 0.047 -0.058 -0.097
H -0.205552 0.975396 -3.868995 0.006 -0.028 -0.067
H -0.717699 1.038565 -0.859584 -0.030 0.064 0.043
H -1.357242 2.144973 -2.071629 0.054 0.050 0.093
H -2.506726 0.139520 -3.152374 -0.109 0.013 -0.057
H -3.119793 0.657199 -1.584394 -0.089 -0.016 -0.059
H -1.302177 -1.744646 -2.110804 -0.027 -0.081 -0.051
H -2.407082 0.323792 0.949890 -0.091 -0.026 -0.083
H -3.698313 -0.690757 0.268518 0.010 0.084 -0.001

[4]
14
Properties=species:S:1:pos:R:3:forces:R:3 method="wB97M-V/def2-TZVPD" smiles="C=C/C=C/CO" total_charge=0 e_lumo_ha=0.026 de_lowest_kj_mol=254.1 e_homo_ev=-8.87 spin_multiplicity=1 energy_ha=-270.4611
C -1.458112 0.954025 -0.853358 0.492 0.614 0.854
C -1.729665 0.055279 -1.794533 -0.790 0.909 -0.712
C 1.255982 -0.848833 1.233263 -0.461 -0.578 0.202
O 2.460087 -0.345570 1.800660 -0.198 0.353 -0.537
C 0.573220 -0.042789 0.188279 0.761 1.969 -0.548
C -0.559229 0.667593 0.284618 0.736 -1.233 0.212
H -1.963652 1.913046 -0.789096 -0.792 -0.434 0.122
H -1.055594 -0.676902 -2.176804 0.286 -1.047 0.776
H -2.670999 0.109628 -2.334399 0.315 0.545 -0.444
H 0.543022 -1.064873 2.032547 0.217 0.183 0.202
H 1.458797 -1.816384 0.755399 0.066 -0.088 0.076
H 2.927182 0.071453 1.063497 0.142 -0.018 0.332
H 1.147388 0.211899 -0.709917 -0.149 -1.068 -0.324
H -0.928428 0.812429 1.299843 -0.625 -0.107 -0.212

[5]
19
Properties=species:S:1:pos:R:3:forces:R:3 method="wB97M-V/def2-TZVPD" total_charge=-1 e_lumo_ha=0.131 de_lowest_kj_mol=75.7 e_homo_ev=-2.62 spin_multiplicity=1 energy_ha=-687.7992
C 2.435150 0.018684 -1.179167 -0.406 0.066 -0.451
N 0.999521 -0.120090 -1.339030 0.405 0.861 0.722
C 0.305651 -0.843686 -0.292016 -0.105 -1.804 0.338
C -1.180556 -0.511888 -0.243084 -0.831 0.574 -0.617
S -1.719325 0.255610 1.328841 0.128 -0.145 -0.220
C 0.557809 -2.393112 -0.434378 0.604 1.357 -1.074
H 3.006871 -0.907271 -1.333485 0.114 -0.065 0.257
H 2.618044 0.431631 -0.188889 0.185 -0.135 0.082
H 2.802420 0.744426 -1.910083 0.050 0.010 0.027
H 0.749300 -0.444474 -2.250122 -0.171 -0.247 -0.448
H 0.699852 -0.571186 0.688754 0.194 0.370 -0.176
H -1.854758 -1.343890 -0.483471 0.439 -0.390 0.226
H -1.373532 0.165017 -1.090045 0.086 0.206 0.247
H 1.606966 -2.596339 -0.201042 -0.186 -0.337 0.596
H -0.176580 -2.995129 0.083782 0.144 -0.188 0.236
H 0.550409 -2.582027 -1.518006 -0.557 -0.318 0.084
H -0.481106 2.136378 0.754841 -1.149 -0.285 0.331
H 0.772638 2.801065 0.986804 0.487 0.434 0.135
O -0.152248 3.040751 0.911344 0.568 0.037 -0.295

| no. | strongest force on any atom (eV/Å) |
| --- | --- |
| 1 | 4.12 |
| 2 | 0.54 |
| 3 | 0.61 |
| 4 | 2.18 |
| 5 | 1.84 |